(1)
69
Properties=species:S:1:pos:R:3:lowdin_charge:R:1 method="wB97M-V/def2-TZVPD" total_charge=+1 fmax_ev_per_a=3.5 lumo_ha=-0.1207 homo_ev=-11.3
C 1.92891 -4.51946 2.14047 -0.12
C 3.02149 -3.46171 1.91211 -0.51
S 2.51697 -1.97455 0.99733 0.87
C 0.74198 -1.75658 1.40317 -0.42
N 0.16076 -0.40273 1.07892 -0.20
C -1.32526 -0.65369 1.15102 -0.18
C -1.98438 -1.48104 0.05579 -0.20
C -3.51162 -1.44422 0.33238 -0.07
C -4.20659 -0.36550 -0.47021 -0.49
O -4.07296 -0.22717 -1.66066 0.11
O -5.06968 0.43544 0.25845 0.07
C 0.56398 0.16251 -0.27795 -0.93
Br 0.84449 -1.07025 -1.76464 0.80
I -0.86476 1.56700 -1.23517 1.08
C 1.82621 1.09326 -0.06935 -0.42
C 3.08436 0.80720 -0.89900 -0.22
C 4.27478 1.64841 -0.38365 -0.25
N 3.98412 3.07944 -0.21578 0.01
C 2.00047 1.21198 1.47425 -0.18
C 0.67156 0.65803 2.01752 -0.43
C -0.28665 1.87692 2.25356 -0.36
C -1.34266 1.70156 3.10815 -0.10
C -2.16606 2.78215 3.34419 -0.03
C -1.84116 3.93106 2.69237 -0.05
C -0.75260 4.03691 1.87726 -0.10
N 0.03525 2.99735 1.65261 0.12
P 1.04337 0.24818 3.86474 0.60
O 1.40999 1.76268 4.37527 -0.32
Br 3.01091 -0.71978 4.15749 0.45
H 0.93406 -4.11690 2.29813 0.05
H 1.94867 -5.23024 1.31969 0.08
H 2.19514 -5.08660 3.02991 0.08
H 3.78708 -3.91863 1.29041 0.08
H 3.52820 -3.18487 2.83059 0.02
H 0.48970 -2.03317 2.42408 0.08
H 0.27068 -2.51367 0.78749 0.07
H -1.51357 -1.14802 2.10318 0.14
H -1.89569 0.26668 1.20052 0.08
H -1.85700 -1.12031 -0.96094 0.03
H -1.71712 -2.53428 0.05171 0.12
H -3.67897 -1.32615 1.40276 0.12
H -3.92798 -2.41695 0.08497 0.14
H -4.60055 1.21198 0.58434 0.11
H 1.53084 2.07937 -0.39610 0.04
H 2.92005 1.13060 -1.92599 0.11
H 3.39960 -0.23132 -0.85924 0.05
H 5.09769 1.57903 -1.09128 0.11
H 4.60871 1.28113 0.58471 0.11
H 3.90603 3.36637 0.74413 0.06
H 3.20935 3.40451 -0.77119 0.07
H 2.85612 0.56254 1.66506 0.03
H 2.32764 2.15133 1.89328 0.12
H -1.55949 0.76055 3.58642 0.10
H -3.01956 2.70883 3.99697 0.12
H -2.45641 4.80687 2.85035 0.12
H -0.53276 4.98289 1.40698 0.13
H 0.70981 2.00197 4.99435 0.07
C -2.33754 -1.48674 -4.64821 -0.11
C -2.47372 -0.51337 -5.81410 -0.25
C -1.26195 -0.53025 -6.75507 -0.18
C -0.04497 -0.15183 -6.03105 -0.23
N 0.89862 0.14715 -5.43767 0.14
H -1.48761 -1.22965 -4.01186 0.04
H -3.23130 -1.46047 -4.02425 0.06
H -2.20235 -2.51011 -5.00468 0.08
H -2.61728 0.49546 -5.42225 0.11
H -3.36674 -0.76363 -6.38836 0.11
H -1.41059 0.17040 -7.57657 0.12
H -1.12003 -1.52392 -7.18188 0.12

(2)
63
Properties=species:S:1:pos:R:3:lowdin_charge:R:1 method="wB97M-V/def2-TZVPD" total_charge=+2 fmax_ev_per_a=5.3 lumo_ha="-0.2309 / -0.2395" homo_ev="-11.6 / -14.0" spin_multiplicity=5
P 0.94585 1.97713 -0.08565 0.92
P -1.60649 -1.36410 0.61416 0.91
C 1.00755 -0.28012 -0.18579 -0.41
C -0.09384 -1.33314 -0.51840 -0.36
H 1.63222 -0.34119 0.78166 0.11
H 1.94567 -0.19033 -0.94820 -0.03
H -0.14402 -1.22918 -1.73588 0.07
H 0.21774 -2.50022 -0.51119 0.12
C -0.67976 -2.22197 1.80460 -0.15
H -1.38977 -2.66923 2.45845 0.08
H -0.11553 -1.52356 2.39748 0.07
H -0.05139 -2.99003 1.37913 0.08
C -2.53956 -2.42794 -0.41637 -0.15
H -1.94644 -3.31899 -0.54356 0.08
H -2.81706 -2.01804 -1.37622 0.08
H -3.46029 -2.72150 0.04002 0.02
C 2.55871 2.84174 0.44696 -0.21
H 2.58573 3.79721 0.96128 0.05
H 3.23797 3.01221 -0.38586 0.03
H 3.15940 2.23188 1.10682 0.04
C 0.37060 2.80237 -1.65619 -0.25
H -0.61723 2.46293 -1.92833 0.04
H 1.01049 2.70968 -2.55470 0.02
H 0.23132 3.86757 -1.49191 0.07
Ru 1.15014 0.22234 -2.27735 0.96
C 1.80723 -1.78707 -2.82924 -0.24
C 2.50860 -2.12611 -1.67482 -0.12
C 3.92052 -1.83752 -1.42294 -0.16
C 4.50113 -0.54434 -2.02352 -0.14
C 3.56357 0.63213 -1.96198 -0.09
C 2.66242 1.03576 -2.94385 -0.42
C 2.50627 0.24207 -4.22712 -0.18
C 2.50093 -1.29360 -4.09207 -0.16
C -0.39862 2.68721 1.00312 -0.19
H 0.76518 -2.10782 -2.99514 0.10
H 2.05973 -2.74172 -0.89620 0.11
H 4.49810 -2.68199 -1.80208 0.14
H 4.05970 -1.85218 -0.33940 0.13
H 5.42259 -0.30935 -1.45758 0.14
H 4.79047 -0.74171 -3.06099 0.11
H 3.66927 1.24352 -1.06490 0.08
H 2.28075 2.05823 -2.94657 0.08
H 3.31596 0.47552 -4.91345 0.14
H 1.56374 0.56923 -4.67306 0.12
H 1.95686 -1.75168 -4.94144 0.14
H 3.51737 -1.68625 -4.05447 0.11
H -1.05616 2.03300 0.48739 0.00
H -0.53927 3.76093 0.97495 0.07
H -0.13992 2.30761 1.97185 0.03
Br -5.09246 -2.25068 2.49920 0.84
C -5.01502 -0.62131 3.47581 -0.59
C -6.17376 -0.24266 4.13937 -0.11
C -6.21346 0.90133 4.92965 -0.04
C -5.05719 1.64748 5.07982 -0.05
C -3.88911 1.33491 4.33638 0.02
C -3.83190 0.15676 3.48922 -0.15
C -2.58536 -0.10871 2.67425 -0.39
O -1.48100 0.24270 3.06038 0.10
O -2.77266 -0.42822 1.28480 -0.16
H -7.09680 -0.74824 3.95346 0.11
H -7.09488 1.16861 5.49119 0.12
H -5.05326 2.61108 5.68490 0.14
H -2.97156 1.95758 4.41013 0.13

(3)
71
Properties=species:S:1:pos:R:3:lowdin_charge:R:1 method="wB97M-V/def2-TZVPD" total_charge=+1 fmax_ev_per_a=0.8 lumo_ha=-0.0762 homo_ev=-11.3
Rb -0.76731 0.56834 -0.55071 0.70
C -0.29658 -0.35138 3.19633 -0.20
C -1.72877 -0.57777 2.71557 -0.21
N -2.30607 0.55161 1.98668 -0.15
C -2.51405 1.78532 2.74026 -0.20
C -1.26380 2.68154 2.83444 -0.20
N -0.47498 2.68471 1.60641 -0.13
C 0.97104 2.60532 1.79283 -0.22
C 1.41441 1.31638 2.50993 -0.20
N 0.62747 0.13045 2.16507 -0.08
H 0.05283 -1.29802 3.62089 0.12
H -0.30318 0.35364 4.02903 0.10
H -2.33047 -0.85064 3.59524 0.12
H -1.74961 -1.43713 2.03805 0.11
H -3.20021 0.25144 1.61779 0.09
H -2.88290 1.59359 3.75812 0.12
H -3.30131 2.33898 2.22283 0.11
H -0.63196 2.34156 3.65299 0.10
H -1.58588 3.68930 3.11844 0.12
H -0.70008 3.48820 1.03105 0.09
H 1.37619 3.45839 2.35541 0.12
H 1.42346 2.63941 0.79663 0.11
H 1.39916 1.47535 3.59291 0.11
H 2.46153 1.14392 2.25206 0.12
H 1.24491 -0.61412 1.87835 0.08
Cl -1.04856 1.73795 -3.37135 0.47
C -1.06685 0.18151 -4.24329 -0.94
Cl -1.04361 -1.18257 -3.12378 0.52
H -0.18267 0.13806 -4.86689 0.04
H -1.97641 0.13867 -4.82933 0.04
N -5.67086 3.57621 -2.15706 -0.02
C -4.72482 4.55812 -1.59903 -0.25
C -3.29849 4.00514 -1.58615 -0.31
N -2.32156 4.84124 -0.89717 0.01
H -6.62530 3.88767 -2.00277 0.10
H -5.21221 1.97347 -1.63574 0.05
H -5.56096 3.50936 -3.16333 0.10
H -5.03657 4.77257 -0.57444 0.12
H -4.74322 5.50786 -2.14319 0.12
H -2.94931 3.84708 -2.60890 0.09
H -3.29340 3.02474 -1.09913 0.08
H -2.66377 5.10406 0.02073 0.07
H -2.14912 5.70271 -1.40099 0.08
C 4.04954 -0.58699 -0.64328 -0.04
C 2.77877 -0.27225 -1.10010 -0.15
N 1.70139 -1.00492 -0.82296 -0.03
C 1.88007 -2.11701 -0.10816 -0.12
C 3.11367 -2.54750 0.36310 -0.22
C 4.21583 -1.74072 0.09989 -0.02
C 3.23042 -3.80782 1.13349 -0.04
C 3.93638 -4.88496 0.79855 -0.02
C 4.71636 -5.10147 -0.43739 -0.27
C 5.67672 -6.10401 -0.48176 0.00
C 6.37293 -6.26100 -1.66691 -0.12
N 6.14086 -5.50140 -2.73376 0.09
C 5.19447 -4.58003 -2.58962 -0.19
N 4.47072 -4.33509 -1.50468 0.14
H 4.88897 0.05121 -0.88204 0.11
H 2.62040 0.60876 -1.71473 0.11
H 0.99242 -2.71330 0.08553 0.13
H 5.19372 -2.03215 0.46166 0.13
H 2.68539 -3.84260 2.07189 0.11
H 3.94857 -5.71587 1.49504 0.11
H 5.87331 -6.73483 0.37402 0.11
H 7.13929 -7.02092 -1.76819 0.11
H 4.98990 -3.95974 -3.45527 0.11
N -4.02257 -3.28636 -1.65079 0.15
C -3.95457 -2.16607 -1.38999 -0.36
N -3.74166 -0.89789 -1.07547 0.08
C -4.43496 0.12214 -1.12389 -0.27
N -5.02249 1.14060 -1.00896 0.23